# 1
Molecular formula: C5H14OSSi
Method: DFT, ωB97M-V/def2-TZVPD

```
22
Properties=species:S:1:pos:R:3
S 1.477 2.070 -0.154
Si -0.893 -0.712 0.206
O 0.767 2.773 -1.207
C 3.205 1.814 -0.554
C -1.585 -2.365 -0.242
C -1.828 0.645 -0.660
C 0.877 -0.585 -0.352
C -0.845 -0.505 2.137
H 3.553 2.765 -0.516
H -2.251 0.475 -1.711
H 1.093 -0.492 -1.392
H -2.615 1.143 -0.116
H 0.213 -0.568 2.344
H 1.445 -1.245 0.170
H -1.160 0.491 2.494
H -0.991 -3.223 -0.201
H -1.513 -1.311 2.621
H -1.989 -2.564 -1.261
H 3.418 1.176 0.297
H -1.071 1.535 -0.844
H 3.172 1.239 -1.464
H -2.482 -2.558 0.406
```

The HOMO energy (alpha / beta) comes out at -7.32 / -9.82 eV. The multiplicity is 3. Its total energy is -26168.5847 eV. For the orbital gap (alpha / beta), the calculation gives 0.298 / 0.310 hartree.

# 2
Molecular formula: C44H51As3F5N3O7P2Pd
Method: DFT, ωB97M-V/def2-TZVPD

```
116
Properties=species:S:1:pos:R:3
Pd -0.445 0.377 0.132
As -2.406 -1.031 0.635
As -3.538 -1.690 6.517
As 0.109 0.276 3.205
P -0.653 0.217 -3.737
P 1.091 1.279 -1.546
F -3.720 2.122 0.091
F -1.968 2.042 1.839
F -0.483 3.100 0.664
F -2.625 3.920 -0.357
F -2.386 2.176 -1.609
O 5.600 -4.164 0.298
O 1.735 0.477 1.797
O 3.524 1.424 3.676
O 0.386 -2.291 1.679
O 5.405 1.586 2.644
O 7.000 -2.814 1.230
O 0.615 -1.371 -0.364
N 1.139 -1.980 0.706
N 4.347 1.042 2.863
N 5.886 -3.141 0.887
C 5.022 0.135 -1.242
C -1.449 2.333 -5.306
C -3.366 -0.858 2.343
C -1.977 -1.096 7.470
C 5.590 1.259 -0.664
C -2.666 -1.087 3.697
C -0.604 1.231 -5.199
C 2.493 -1.645 1.037
C -2.447 -1.405 -4.996
C 0.140 4.980 -3.113
C -1.409 3.109 -6.455
C 1.975 4.075 -4.372
C -1.980 -2.449 3.757
C 3.429 2.300 -0.544
C 2.700 -0.399 1.668
C 1.047 5.088 -4.152
C 0.138 3.850 -2.302
C 1.046 2.822 -2.528
C 2.856 1.182 -1.152
C -3.114 -2.598 -5.196
C -2.827 -3.695 -4.392
C 4.023 -0.163 2.093
C -2.545 2.593 -0.338
C -3.945 -0.798 -0.543
C -1.394 2.086 0.576
C 0.936 0.038 -2.914
C -1.879 -3.603 -3.377
C -1.479 -1.313 -3.983
C 0.313 1.687 -7.369
C 0.282 0.903 -6.230
C 1.180 -0.850 4.358
C -2.263 -2.952 0.394
C -0.532 2.786 -7.479
C 0.423 2.068 3.855
C -3.853 -1.042 4.710
C 1.981 2.957 -3.561
C 3.499 -2.549 0.804
C 3.653 0.092 -1.484
C -1.713 0.051 4.060
C 5.066 -1.030 1.833
C -3.692 -3.600 6.656
C 4.787 -2.215 1.187
C 4.792 2.340 -0.308
C -1.211 -2.415 -3.153
H 3.226 -0.798 -1.927
H -4.580 0.016 -0.214
H -0.479 -2.343 -2.355
H 1.719 0.199 -3.661
H -1.657 -4.471 -2.769
H -4.513 -1.728 -0.548
H -4.242 -0.027 4.808
H 1.337 2.434 3.402
H -0.554 3.802 -1.479
H -4.193 -1.567 2.243
H -4.674 -1.682 4.379
H 0.554 2.021 4.937
H -3.894 -3.866 7.691
H 6.074 -0.786 2.136
H 0.782 -0.784 5.371
H -2.060 3.967 -6.546
H -2.206 1.012 3.918
H -1.192 -2.524 3.008
H -3.342 -4.632 -4.561
H -0.504 3.394 -8.374
H 0.991 1.439 -8.174
H 2.705 4.169 -5.166
H 2.738 2.195 -3.715
H -3.213 -3.397 0.692
H -3.797 0.146 2.320
H -0.564 5.778 -2.917
H 1.051 5.969 -4.781
H -2.121 2.589 -4.497
H -1.926 -0.010 7.467
H -3.848 -2.679 -5.985
H -2.690 -3.263 3.589
H -0.418 2.709 3.605
H -2.749 -4.046 6.338
H 0.934 0.041 -6.150
H 2.194 -0.456 4.354
H 2.813 3.153 -0.280
H -4.503 -3.942 6.018
H 1.168 -1.877 4.003
H -2.053 -1.465 8.491
H -2.650 -0.552 -5.631
H -1.094 -1.522 6.991
H -1.428 -0.020 5.115
H 5.641 -0.710 -1.513
H -3.595 -0.588 -1.553
H -1.430 -3.366 0.948
H -2.113 -3.131 -0.668
H 5.234 3.209 0.158
H 3.299 -3.497 0.325
H -1.497 -2.606 4.728
H 6.656 1.293 -0.479
H 1.025 -0.961 -2.488
```

As for the net charge: +2. The HOMO energy (alpha / beta) comes out at -11.83 / -12.60 eV. The multiplicity is 5. Its total energy is -283394.2365 eV. For the orbital gap (alpha / beta), the calculation gives 0.274 / 0.174 hartree.

# 3
Molecular formula: C9H5O3
Method: DFT, ωB97M-V/def2-TZVPD

```
17
Properties=species:S:1:pos:R:3
O -1.195 -3.910 -0.563
O -0.007 -1.532 -2.591
O 0.708 0.555 -3.152
C -0.305 -0.490 0.440
C -0.154 0.294 1.568
C 0.269 -0.349 -2.460
C 0.073 0.142 -0.826
C -0.833 -1.876 0.844
C 0.872 2.137 0.437
C 0.176 1.638 1.574
C -1.049 -2.878 -0.026
C 0.753 1.385 -0.705
H 1.414 3.056 0.283
H -1.523 -1.790 1.747
H 1.191 1.912 -1.565
H -0.489 -0.298 2.456
H 0.100 2.004 2.537
```

As for the net charge: -1. The HOMO energy comes out at -4.38 eV. The multiplicity is 1. Its total energy is -15555.8348 eV. For the orbital gap, the calculation gives 0.285 hartree.

# 4
Molecular formula: C46H113O31P7
Method: DFT, ωB97M-V/def2-TZVPD

```
197
Properties=species:S:1:pos:R:3
P -4.363 -6.265 0.821
P 5.861 2.239 -1.379
P 1.958 -4.107 1.183
P -4.867 -1.393 2.847
P -4.995 4.876 -3.441
P 6.783 6.865 3.161
P -1.982 -3.659 -5.248
O 1.346 -4.598 2.600
O 1.722 -2.435 1.230
O -4.486 -4.998 -0.293
O -2.868 -6.900 0.737
O -3.158 -3.580 -4.151
O -5.028 -0.416 4.146
O 5.144 3.210 -2.496
O 6.776 6.405 4.603
O 1.423 -4.810 -0.002
O 6.262 8.401 2.918
O -4.840 -2.803 3.600
O 5.125 2.001 -0.107
O -3.721 -1.030 1.988
O -4.873 3.219 -3.310
O -5.433 -7.356 0.068
O 7.292 2.955 -1.119
O 8.267 6.879 2.497
O -1.687 1.476 0.650
O 0.115 2.032 -0.634
O -4.750 -5.813 2.192
O 3.517 -4.476 1.362
O -1.024 -2.313 -4.840
O -5.575 5.028 -4.952
O 0.042 2.518 1.558
O -6.394 -1.373 2.133
O 5.841 6.054 2.213
O 6.225 0.954 -2.142
O -3.548 5.590 -3.472
O -1.101 -4.893 -4.822
O -5.959 5.471 -2.534
O -2.319 -3.608 -6.686
C 3.186 -0.988 0.035
C -5.813 6.355 -5.516
C -1.697 6.681 -2.405
C -0.647 -7.325 1.009
C 1.795 -1.674 0.064
C -5.259 -7.534 -1.304
C 4.099 2.670 -3.323
C -2.654 1.094 -0.371
C 6.689 -0.202 -1.396
C 2.075 1.655 2.609
C 0.064 -6.392 -3.451
C -0.506 -4.946 -3.528
C -7.940 -0.233 0.684
C 2.802 3.135 -2.747
C 9.396 6.436 3.245
C -6.939 -0.079 1.792
C -1.369 -0.948 -5.255
C 5.683 3.702 3.077
C 8.783 4.557 -0.007
C -0.426 1.979 0.410
C 4.994 5.071 2.813
C -0.637 -0.024 -4.174
C -7.095 6.884 -4.954
C 7.423 -1.119 -2.343
C 7.335 4.199 -0.376
C 5.149 -5.710 2.443
C 4.977 8.749 3.483
C -5.673 1.027 -3.046
C 4.817 8.687 5.038
C -3.143 6.685 -2.708
C -4.255 0.701 4.407
C -5.861 -3.319 4.384
C 2.122 -4.880 5.026
C -4.181 -3.666 0.124
C -6.099 2.468 -3.375
C 1.433 2.779 1.704
C -1.740 -6.298 1.182
C -2.854 -3.202 -0.508
C 3.937 -5.766 1.561
C 10.587 7.423 3.219
C -4.380 -4.149 -4.440
C -4.062 -5.631 -4.538
C -3.011 0.326 5.192
C -6.016 -8.863 -1.589
C 1.782 -3.905 3.818
C -5.282 -4.527 5.263
H 10.582 7.844 2.213
H -3.454 7.613 -3.189
H -7.445 0.198 2.717
H -4.904 0.577 -3.674
H -4.694 -4.153 6.102
H 8.036 -1.875 -1.852
H 11.557 7.068 3.567
H 1.614 -5.839 4.923
H -8.451 0.713 0.506
H -1.000 -8.060 1.732
H 1.514 3.797 2.085
H -5.052 7.031 -5.127
H 9.247 6.322 4.318
H 7.351 0.082 -0.577
H 5.220 2.978 3.747
H -6.197 0.642 1.449
H -5.450 -9.704 -1.189
H -4.806 -3.703 -5.338
H -2.603 -3.856 -1.343
H -6.993 -8.969 -1.118
H -0.530 -0.446 -3.175
H -5.915 6.287 -6.600
H -2.506 -0.462 4.633
H 3.977 1.587 -3.311
H 0.777 -6.578 -2.648
H -6.444 -2.539 4.873
H 8.195 -0.595 -2.907
H -7.578 -0.604 -0.274
H -1.995 -6.239 2.240
H -0.883 -0.742 -6.209
H -1.041 0.988 -4.156
H -6.611 2.591 -4.329
H -3.463 -5.982 -5.378
H 1.921 2.860 0.733
H 4.622 5.470 3.756
H 5.810 3.313 2.066
H -3.547 0.539 -0.083
H 3.117 -6.265 2.078
H 2.716 2.842 -1.700
H 6.698 3.708 3.474
H -6.591 0.447 -3.142
H 4.175 7.807 5.066
H 4.227 2.890 -4.383
H 4.119 -6.228 0.591
H -6.139 -5.045 5.695
H -0.490 -7.688 -0.007
H 3.297 0.065 0.296
H -5.586 -6.596 -1.752
H -7.439 7.781 -5.470
H -7.902 6.153 -4.910
H 6.829 -1.637 -3.096
H 9.324 4.506 -0.951
H -3.680 6.657 -1.760
H -2.459 -0.951 -5.232
H 10.371 8.340 3.767
H -1.386 5.838 -1.787
H 4.249 8.129 2.960
H 4.237 4.898 2.048
H 6.804 4.981 -0.919
H -6.632 -3.652 3.688
H -4.177 1.310 3.507
H 1.426 1.712 3.483
H -2.942 -2.197 -0.920
H 4.456 9.581 5.548
H 3.319 -1.024 -1.046
H -6.732 2.674 -2.512
H 3.113 1.926 2.803
H -2.957 1.911 -1.026
H 9.225 4.060 0.857
H 1.925 2.727 -3.249
H 1.474 -2.275 -0.787
H -4.976 -6.219 -4.460
H -4.934 -3.995 -3.514
H 5.877 -5.108 1.900
H 8.905 5.603 0.275
H 3.199 -4.985 5.160
H 5.876 -0.829 -1.028
H 6.734 4.040 0.520
H 0.986 -0.944 0.050
H -1.493 -5.392 0.628
H -1.066 -4.616 -2.653
H 9.771 5.466 2.919
H 0.409 -4.381 -3.706
H 2.625 -3.219 3.735
H -0.754 -7.065 -3.195
H -3.251 0.022 6.210
H -1.403 7.537 -1.798
H -4.259 -7.790 -1.654
H -3.497 -5.712 -3.609
H -1.901 -3.122 0.014
H 5.721 -6.635 2.509
H 2.738 4.220 -2.833
H 1.917 0.617 2.315
H -4.970 1.137 5.106
H 0.834 -3.460 4.119
H -2.332 1.175 5.278
H 5.057 -5.171 3.386
H -0.972 6.765 -3.215
H -5.312 0.953 -2.020
H -4.759 -5.247 4.634
H -6.849 7.344 -3.997
H 0.433 -6.851 -4.368
H -6.202 -9.051 -2.646
H -4.251 -3.593 1.210
H 0.219 -7.126 1.641
H 0.369 0.330 -4.401
H 5.732 8.391 5.550
H 1.634 -4.457 5.903
H 3.972 -1.481 0.607
H 4.677 9.740 3.141
H -4.949 -2.992 -0.255
H -2.100 0.355 -0.949
H -8.624 -1.024 0.993
```

As for the net charge: +1. The HOMO energy (alpha / beta) comes out at -11.58 / -11.58 eV. The multiplicity is 2. Its total energy is -178031.0928 eV. For the orbital gap (alpha / beta), the calculation gives 0.344 / 0.074 hartree.

# 5
Molecular formula: C29H46BaBrN3P2S
Method: DFT, ωB97M-V/def2-TZVPD

```
83
Properties=species:S:1:pos:R:3
Ba 0.000 0.000 0.000
Br -0.328 -0.775 2.400
S 2.712 -1.748 0.024
P -1.341 -1.769 -0.716
P -5.428 2.968 -0.835
N 1.517 3.589 -11.121
N 2.547 -2.880 2.433
N 3.181 -0.510 2.309
C -4.282 4.402 1.377
C 0.073 3.223 -9.210
C -0.309 -3.153 -1.405
C 3.098 -0.424 3.749
C 1.151 2.723 -8.438
C -5.397 1.106 -1.111
C 2.802 -1.715 1.653
C 1.036 -0.139 -2.807
C -2.643 -2.172 -3.308
C 2.540 3.115 -10.388
C 0.810 1.916 -5.936
C 0.627 1.482 -4.594
C 0.968 2.290 -7.096
C -0.330 1.808 -2.365
C -3.430 -3.364 0.598
C 1.221 0.282 -4.128
C 2.805 -2.908 3.867
C -0.864 -4.583 -1.365
C -6.633 0.372 -0.569
C 2.420 2.676 -9.066
C -5.174 4.035 -3.473
C -2.248 -2.403 0.780
C -4.361 3.492 -2.291
C -4.122 3.150 0.504
C 0.313 3.634 -10.524
C 3.660 -1.709 4.338
C 0.258 0.611 -1.893
C -0.155 2.239 -3.684
C -2.620 -1.364 -2.003
H -2.466 -0.293 -2.224
H 3.675 -1.672 5.448
H 1.509 -1.072 -2.479
H -0.148 -5.270 -1.851
H -5.577 3.218 -4.099
H -1.830 -4.682 -1.885
H 1.828 -0.312 -4.818
H -2.583 -1.487 1.299
H -3.797 4.261 2.360
H -3.683 4.278 -1.908
H -4.331 -2.834 0.243
H -6.570 0.211 0.521
H -0.515 4.023 -11.133
H -0.057 -2.845 -2.437
H -5.338 0.961 -2.206
H -3.721 2.645 -2.607
H -2.894 -3.232 -3.147
H -4.548 4.671 -4.125
H 3.290 2.300 -8.519
H -4.464 0.685 -0.686
H 2.037 -0.332 4.065
H -3.397 -1.748 -3.994
H -3.826 5.285 0.896
H -3.594 -1.412 -1.480
H -6.746 -0.617 -1.047
H -0.622 3.168 -4.029
H -1.454 -2.828 1.420
H -3.153 3.188 -0.029
H 0.623 -3.097 -0.815
H -6.029 4.640 -3.123
H -3.682 -3.828 1.568
H -1.668 -2.127 -3.823
H 3.644 0.475 4.108
H 3.357 -3.833 4.136
H 1.826 -2.919 4.392
H -5.345 4.632 1.564
H 4.704 -1.822 3.974
H -0.993 -4.926 -0.325
H 3.518 3.083 -10.887
H -3.208 -4.175 -0.113
H 3.554 0.284 1.766
H -0.931 3.283 -8.778
H -7.551 0.954 -0.764
H -0.941 2.417 -1.688
H -4.107 2.236 1.131
H 2.126 -3.708 1.986
```

As for the net charge: +2. The HOMO energy comes out at -12.69 eV. The multiplicity is 1. Its total energy is -135415.8403 eV. For the orbital gap, the calculation gives 0.149 hartree.

# 6
Molecular formula: C4H12NO2
Method: DFT, ωB97M-V/def2-TZVPD

```
19
Properties=species:S:1:pos:R:3
O 0.819 -1.415 -0.989
O -1.048 1.451 -0.255
N 1.633 1.199 -0.420
C -2.320 -0.641 -0.020
C -1.212 0.240 0.436
C 1.702 0.098 0.622
C 0.765 -0.974 0.326
H 1.445 0.730 -1.302
H 1.635 0.517 1.657
H -1.391 1.312 -1.083
H 0.751 1.852 -0.284
H -3.303 0.104 0.084
H 0.444 -1.682 1.151
H -2.465 -0.888 -1.085
H 2.916 -0.211 0.650
H -2.348 -1.593 0.598
H 2.452 1.786 -0.523
H 0.872 -2.288 -1.113
H -1.347 0.400 1.550
```

As for the net charge: +1. The HOMO energy comes out at -11.95 eV. The multiplicity is 1. Its total energy is -9917.5395 eV. For the orbital gap, the calculation gives 0.319 hartree.

# 7
Molecular formula: C7H18N2
Method: DFT, ωB97M-V/def2-TZVPD

```
27
Properties=species:S:1:pos:R:3
N -1.001 -2.013 0.479
N 0.153 -1.896 -0.381
C -1.909 -0.837 0.452
C 1.089 2.048 -0.153
C -0.523 -2.194 1.853
C 0.624 2.611 -1.414
C 0.139 -2.283 -1.756
C 0.371 2.641 1.020
C 1.943 1.029 -0.027
H 0.322 1.890 1.905
H -1.293 -2.032 2.511
H -2.934 -1.127 0.743
H 0.904 3.509 1.243
H -0.889 -2.048 -2.251
H -0.636 2.840 0.713
H 1.530 2.484 -2.146
H 2.395 0.750 -0.947
H -2.169 -0.461 -0.595
H -1.596 0.157 1.033
H 0.381 -0.942 -0.158
H 0.989 -1.779 -2.219
H 0.183 3.595 -1.257
H -0.175 1.842 -1.644
H 0.281 -1.534 2.113
H 1.925 0.330 0.843
H -0.054 -3.373 -1.732
H -0.050 -3.207 1.772
```

The HOMO energy comes out at -8.55 eV. The multiplicity is 1. Its total energy is -10527.1439 eV. For the orbital gap, the calculation gives 0.347 hartree.

# 8
Molecular formula: C6H10OSi2
Method: DFT, ωB97M-V/def2-TZVPD

```
19
Properties=species:S:1:pos:R:3
Si 1.278 0.782 -0.508
Si -1.130 -1.224 -1.489
O 0.162 -0.302 -1.253
C -0.512 -3.030 -1.429
C -2.380 0.531 1.584
C 1.440 -0.146 2.447
C -1.910 1.064 2.547
C 1.486 0.193 1.263
C 0.555 2.553 -0.310
H -1.005 -3.520 -0.645
H 2.436 0.700 -1.363
H 1.001 3.151 0.501
H -0.550 2.489 -0.170
H 0.502 -3.144 -1.215
H 0.701 3.000 -1.350
H -0.997 1.573 2.796
H -1.960 -0.519 -2.507
H 1.603 -0.467 3.528
H -0.721 -3.683 -2.428
```

The HOMO energy (alpha / beta) comes out at -8.47 / -7.47 eV. The multiplicity is 1. Its total energy is -24180.1583 eV. For the orbital gap (alpha / beta), the calculation gives 0.252 / 0.192 hartree.